{
  "formula": "C33H38N5O4PTi",
  "method": "ωB97M-V/def2-TZVPD",
  "species": ["Ti", "C", "C", "C", "C", "C", "C", "N", "C", "C", "C", "C", "C", "C", "N", "N", "C", "C", "C", "C", "C", "N", "H", "H", "H", "H", "H", "H", "H", "H", "H", "H", "H", "H", "H", "O", "C", "C", "C", "C", "C", "C", "C", "O", "N", "O", "O", "H", "H", "H", "H", "C", "C", "C", "P", "C", "C", "C", "C", "C", "C", "H", "H", "H", "H", "H", "H", "H", "H", "H", "H", "H", "H", "H", "H", "H", "H", "H", "H", "H", "H", "H"],
  "coordinates": [[0.16308, -0.13530, 0.02541], [4.20302, -3.77877, 0.51304], [3.25029, -4.14206, 1.45844], [2.24133, -3.26513, 1.81823], [2.16307, -1.99244, 1.23976], [3.14611, -1.62562, 0.31788], [4.14621, -2.51460, -0.05174], [1.09123, -1.11700, 1.49170], [0.64136, -0.87738, 2.79457], [1.28242, -1.20659, 3.98237], [0.71633, -0.82904, 5.19565], [-0.47436, -0.11645, 5.23226], [-1.10822, 0.24244, 4.04784], [-0.54917, -0.14017, 2.84246], [-1.02184, 0.20211, 1.56415], [-2.16888, 0.92922, 1.53782], [-2.35716, 1.36318, 0.32537], [-3.50308, 2.14901, -0.02378], [-3.61801, 2.64286, -1.27626], [-2.59768, 2.37453, -2.24064], [-1.54819, 1.59982, -1.88228], [-1.40487, 1.05815, -0.62904], [4.98621, -4.47016, 0.23217], [3.28933, -5.12306, 1.91549], [1.49537, -3.56084, 2.54539], [3.12785, -0.62834, -0.10582], [4.89166, -2.20718, -0.77458], [2.22343, -1.74015, 3.96604], [1.22120, -1.08773, 6.11770], [-0.90328, 0.17485, 6.18202], [-2.02271, 0.81801, 4.04004], [-4.23874, 2.33275, 0.74592], [-4.47505, 3.24494, -1.54926], [-2.65673, 2.76985, -3.24432], [-0.76900, 1.34964, -2.59051], [1.35924, 1.56646, 0.46391], [2.15858, 2.21034, -0.21214], [2.52154, 1.94240, -1.57609], [3.44989, 2.79235, -2.18671], [3.82471, 2.56358, -3.48212], [3.29700, 1.48978, -4.20909], [2.39098, 0.64711, -3.62348], [1.96695, 0.84163, -2.28562], [1.11021, 0.03082, -1.75529], [4.79368, 3.45523, -4.11766], [5.23542, 4.37396, -3.45595], [5.10412, 3.21804, -5.26845], [2.65246, 3.06877, 0.26417], [3.87233, 3.62795, -1.64383], [3.61910, 1.34310, -5.23016], [1.97635, -0.18801, -4.16962], [-2.91738, -1.36403, -2.41996], [-2.44931, -2.66568, -1.77208], [-2.61262, -3.82978, -2.75356], [-0.79992, -2.50611, -0.92405], [-0.96458, -3.74292, 0.44950], [-1.74653, -3.12985, 1.61339], [-1.59645, -5.09303, 0.10060], [0.57635, -3.11459, -2.02576], [0.42636, -2.58140, -3.45341], [0.91772, -4.60227, -2.04374], [-3.88717, -1.52082, -2.89826], [-2.22160, -1.02660, -3.19094], [-3.02589, -0.56605, -1.68944], [-3.10837, -2.85485, -0.91767], [-2.18977, -3.58150, -3.72562], [-3.67780, -4.01599, -2.90766], [-2.16079, -4.75744, -2.41047], [0.06591, -3.90774, 0.77305], [-2.77508, -2.90112, 1.32165], [-1.29456, -2.21519, 1.98304], [-1.79706, -3.84602, 2.43669], [-2.65220, -4.97740, -0.15180], [-1.54950, -5.73555, 0.98268], [-1.10437, -5.61617, -0.71416], [1.43548, -2.60317, -1.57993], [-0.25402, -3.20048, -4.03539], [1.39755, -2.61127, -3.95363], [0.06975, -1.55266, -3.47297], [0.12970, -5.20054, -2.50228], [1.12197, -4.98870, -1.04566], [1.82375, -4.74531, -2.63831]],
  "forces_ev_per_angstrom": [[-0.6, 0.1, 0.3], [0.0, 0.0, 0.0], [0.0, 0.0, 0.0], [0.0, 0.0, 0.0], [0.0, 0.0, 0.0], [0.0, 0.0, 0.0], [0.0, 0.0, 0.0], [0.0, 0.1, -0.1], [0.1, 0.0, 0.0], [0.0, -0.1, 0.0], [0.0, 0.0, 0.0], [0.0, 0.0, 0.0], [-0.1, 0.0, 0.1], [0.0, 0.2, -0.1], [0.3, -0.1, -0.3], [0.2, -0.2, 0.4], [0.0, 0.1, -0.4], [0.0, 0.0, -0.1], [0.0, 0.0, 0.0], [-0.1, 0.0, 0.0], [0.0, -0.1, 0.1], [0.1, -0.1, -0.1], [0.0, 0.0, 0.0], [0.0, 0.0, 0.0], [0.0, 0.0, 0.0], [0.0, 0.0, 0.0], [0.0, 0.0, 0.0], [0.0, 0.0, 0.0], [0.0, 0.0, 0.0], [0.0, 0.0, 0.0], [0.0, 0.0, 0.0], [0.0, 0.0, 0.0], [0.0, 0.0, 0.0], [0.0, 0.0, 0.0], [0.0, 0.0, 0.0], [0.1, 0.0, 0.0], [0.0, 0.0, 0.0], [0.0, 0.0, 0.0], [0.0, 0.0, 0.0], [0.0, 0.0, 0.0], [0.0, 0.0, 0.0], [0.0, 0.0, 0.0], [0.0, 0.0, 0.0], [0.0, 0.0, 0.1], [0.0, 0.0, 0.0], [0.0, 0.0, 0.0], [0.0, 0.0, 0.0], [0.0, 0.0, 0.0], [0.0, 0.0, 0.0], [0.0, 0.0, 0.0], [0.0, 0.0, 0.0], [0.0, 0.0, 0.0], [0.0, 0.1, 0.0], [0.0, 0.0, 0.0], [0.1, 0.0, 0.0], [0.0, 0.0, 0.0], [0.0, 0.0, 0.0], [0.0, 0.0, 0.0], [0.0, 0.0, 0.0], [0.1, 0.0, 0.0], [0.0, 0.0, 0.0], [0.0, 0.0, 0.0], [0.0, 0.0, 0.0], [0.0, 0.0, 0.0], [0.0, 0.0, 0.0], [0.0, 0.0, 0.0], [0.0, 0.0, 0.0], [0.0, 0.0, 0.0], [0.0, 0.0, 0.0], [0.0, 0.0, 0.0], [0.0, -0.1, 0.0], [0.0, 0.0, 0.0], [0.0, 0.0, 0.0], [0.0, 0.0, 0.0], [0.0, 0.0, 0.0], [0.0, 0.0, 0.0], [0.0, 0.0, 0.0], [0.0, 0.0, 0.0], [0.0, 0.0, 0.0], [0.0, 0.0, 0.0], [0.0, 0.0, 0.0], [0.0, 0.0, 0.0]],
  "total_charge": 0,
  "fmax_ev_per_a": 0.7,
  "homo_energy_ev": [-6.7, -6.7]
}